(1)
Entry from OMol25: C4H6O2 in the gas phase at a distorted geometry (the ωB97M-V functional and the def2-TZVPD basis).

Positions of all 12 atoms, in Å:
O: -1.209 0.725 0.899
H: -0.169 -1.003 1.253
H: -0.069 -1.240 -1.539
C: -1.297 -0.641 1.316
C: -0.043 -0.191 -1.216
H: -1.944 -1.186 0.607
H: 2.014 0.268 0.829
H: 1.138 1.770 0.363
O: 1.304 0.317 -1.171
H: -0.727 0.417 -1.817
C: 1.204 0.681 0.217
C: -0.203 0.082 0.259

Total energy = -306.29393 Eh
Molar mass = 86.1 g/mol
Relative energy (zero: lowest compared OMol25 entry of this formula, charge and spin) = 557.6 kJ/mol
LUMO = 0.0334 Eh

natural (NBO) population analysis, charges in e, atoms 1 to 4: atom 1 (O): -0.4726, atom 2 (H): 0.2541, atom 3 (H): 0.1898, atom 4 (C): -0.2063


(2)
Entry from OMol25: a 17-piece molecular cluster, C60H164N10O27 overall at a distorted geometry (the ωB97M-V functional and the def2-TZVPD basis).

Positions of all 261 atoms, in Å:
H: 1.766 -0.878 -3.411
O: -5.727 -5.120 0.964
H: -4.363 -0.999 -0.592
C: 0.091 1.563 -1.949
H: 3.879 -6.233 -3.005
H: -2.601 5.495 0.207
H: 5.512 -2.856 4.136
H: -1.289 6.685 0.517
H: 5.192 3.957 0.106
H: -2.812 -4.465 9.008
C: -4.445 -1.772 -1.340
H: -3.729 -0.398 4.257
C: 3.795 6.715 3.084
H: 1.886 1.610 -0.728
C: 2.779 -3.638 7.031
H: 1.427 -2.930 2.115
N: 8.551 -3.170 -0.549
H: 2.722 -2.719 -1.722
H: 8.316 0.292 1.644
H: -4.299 4.076 -2.771
H: 5.843 -6.363 1.133
H: 4.580 1.072 -5.328
H: 2.970 -0.152 -0.061
H: -1.698 3.167 4.904
H: -5.845 10.938 -1.476
H: -1.945 -0.306 2.102
C: 3.139 5.416 1.318
O: 1.599 -4.207 6.528
H: 7.763 -1.721 -2.606
C: -4.683 -0.036 3.775
C: -1.533 -1.363 -3.553
H: 6.200 1.974 -2.666
C: -2.591 1.957 -5.641
O: 1.184 3.404 -3.971
O: 2.664 6.329 2.347
H: 4.446 1.058 -3.867
H: -3.609 7.437 -0.949
C: 1.581 -4.138 5.107
H: 2.395 -4.786 4.750
H: 2.141 1.551 -2.526
H: -5.135 -7.017 0.447
C: -3.504 -5.990 1.582
O: 5.426 2.495 -2.986
H: 0.242 -2.238 -5.533
H: -2.418 0.962 -5.279
H: -0.290 2.450 -6.810
C: -1.474 6.327 -1.508
N: -3.682 -1.585 -2.492
C: -5.763 1.537 0.649
H: -4.521 -2.806 3.897
H: 2.092 1.149 3.553
H: -1.314 -1.688 3.110
H: 9.528 -3.128 -0.750
C: -2.256 -1.744 -2.307
H: 4.879 2.422 0.367
H: -2.497 -4.241 -0.406
H: 1.348 -4.361 0.301
O: 1.357 -5.321 0.360
H: -2.640 1.946 -6.719
H: -1.432 2.684 -4.168
H: -7.207 -6.128 -0.093
H: 2.886 -3.743 8.092
C: 4.669 -6.036 -1.053
H: -0.818 5.426 -1.510
O: -5.644 -1.081 3.767
O: 5.209 -4.425 2.736
C: -0.197 2.467 -5.726
C: 2.120 4.395 -3.589
O: 2.057 -1.087 -4.335
H: 4.497 7.231 2.436
H: 6.699 -3.673 -1.221
H: -1.077 -1.220 -6.045
H: -0.560 4.392 0.681
H: 3.029 4.360 -4.219
O: -6.342 -0.579 -2.131
H: 0.140 1.497 -5.468
H: -4.352 -5.650 -0.431
H: 4.581 -7.140 -0.948
H: 9.077 -2.924 -5.474
H: -7.814 2.198 1.086
C: -2.275 3.716 4.199
C: -1.350 -1.231 2.118
H: -5.532 9.854 -2.854
H: 5.186 2.982 -2.195
O: -3.760 2.220 -3.604
C: 2.825 -0.632 -1.017
C: -1.929 -4.467 0.514
C: -3.248 -4.330 7.976
H: 0.412 4.486 -5.483
H: 2.880 -2.555 6.825
O: 9.208 -2.917 -3.380
H: -6.690 5.481 0.812
H: 2.725 -0.434 -4.502
H: -0.496 -3.411 6.023
C: 4.843 -3.703 3.876
H: 3.623 1.058 1.942
H: -4.933 2.082 0.207
H: 8.964 -1.373 -4.619
H: 0.788 -0.635 -1.145
O: -0.651 1.069 -0.828
C: 7.391 0.064 2.167
N: 4.280 -5.411 0.222
H: -3.881 3.555 -5.264
H: -6.472 -4.783 -0.928
H: -4.592 2.573 -1.851
H: -2.723 6.498 -4.472
H: 8.023 -4.613 -1.908
O: 4.497 0.449 -4.619
C: -0.094 3.578 1.272
H: -3.322 10.729 0.169
H: -2.789 -6.780 1.345
H: 4.835 -4.362 4.731
H: -4.216 -2.653 -0.765
C: -5.885 -1.810 -1.658
H: -0.437 -3.383 1.787
H: 5.717 -5.787 -1.290
H: 1.012 4.642 2.468
H: -1.838 -1.163 -1.486
C: 4.782 -6.213 1.298
C: -2.160 6.463 -0.102
H: 3.606 -0.358 -1.692
H: 5.019 0.484 1.478
N: -0.777 -3.604 5.071
H: -4.267 -4.010 8.247
H: -2.239 2.446 -0.547
H: -1.180 5.845 -3.969
C: 7.888 -2.776 -2.884
H: -4.009 -0.145 1.779
H: 1.326 5.379 0.205
C: -2.162 -4.017 4.998
H: -0.285 -0.960 1.847
H: -5.370 4.390 1.449
H: -1.074 -3.023 -6.370
O: -4.049 9.773 -1.493
H: 7.230 -3.131 -3.663
C: -3.860 2.491 -5.011
C: -2.028 1.417 -0.860
H: 7.353 -2.606 1.861
C: -5.152 -2.272 3.156
C: 1.497 1.201 -1.701
C: -6.809 -5.120 0.049
O: -6.863 3.621 0.011
H: -3.462 -3.975 1.741
C: -4.409 0.621 2.450
H: -1.971 2.761 1.739
C: -3.782 9.813 -0.118
H: 1.735 2.222 2.476
N: -2.805 -4.757 1.650
H: -2.692 4.616 4.691
C: -7.062 2.271 0.298
H: 1.758 -3.144 4.717
H: -0.698 2.163 2.862
N: 1.590 -0.269 -1.662
H: 4.239 5.876 3.598
C: -4.625 3.020 -2.819
H: 2.455 4.112 -2.606
H: 7.954 -1.128 -0.808
H: -3.638 1.391 2.626
C: -1.053 3.081 2.318
O: -2.501 -3.363 7.301
C: 1.950 4.642 0.750
C: -1.922 6.571 -3.740
H: 2.778 -3.814 -3.887
H: -7.627 -4.471 0.387
H: -4.066 -3.304 5.963
H: -4.700 -2.129 2.191
H: -6.081 -2.680 -2.366
C: 3.869 -3.928 -3.986
C: 3.880 -5.498 -2.201
H: -7.778 0.062 -3.479
C: 7.723 -3.601 -1.628
H: 1.620 5.357 -3.533
C: 0.211 -4.555 4.600
C: -2.674 8.850 0.123
H: -6.421 0.905 2.504
H: 6.877 1.007 2.304
H: -3.889 -6.184 2.561
H: 3.879 4.732 1.743
O: 6.512 -0.732 1.445
H: -1.255 -5.263 0.343
N: -1.470 2.766 -5.156
H: 3.865 -2.512 -0.448
H: -6.016 -2.869 3.017
H: -2.419 1.367 -1.852
H: -2.591 0.731 -0.186
H: -3.299 -5.273 7.459
H: -0.083 2.644 -2.021
H: -2.306 8.933 1.143
H: 3.833 -3.308 3.817
H: 2.832 -5.383 -1.861
H: -1.566 7.557 -3.649
H: 3.505 7.536 3.761
H: 4.059 -4.719 -4.737
H: 3.673 -4.124 6.565
N: -5.606 1.325 2.040
C: 2.088 -2.299 1.516
N: 1.240 3.920 1.794
C: -2.956 -3.150 5.961
C: 4.583 -5.662 2.650
H: -2.798 -2.092 5.678
C: 8.228 -1.857 0.004
H: 4.363 -3.020 -4.370
H: -8.407 -0.762 -2.028
H: -4.621 9.637 0.507
H: -7.397 1.770 -0.586
O: 4.887 3.163 -0.324
H: 4.522 -4.401 0.310
N: -3.124 7.547 -0.070
H: -1.791 9.123 -0.469
H: -0.095 -5.612 4.924
H: 0.021 2.720 0.568
O: 1.831 -2.497 0.107
H: 7.596 -0.337 3.182
C: 2.890 -2.171 -0.764
C: 7.066 -1.945 1.045
H: -7.672 -1.593 -3.403
H: -0.531 -2.924 0.023
H: 10.529 -2.321 -4.785
H: 1.933 -1.252 1.697
O: 4.507 1.320 1.627
O: -1.962 -2.095 1.249
H: -6.366 -2.121 -0.721
H: -3.959 -0.709 -2.905
H: 3.082 -2.671 1.840
H: -5.016 0.621 4.600
C: -7.584 -0.729 -2.774
H: -2.009 -0.556 -4.137
H: 1.731 3.421 -5.971
H: 3.528 -5.596 2.894
H: 2.420 4.009 0.030
O: -2.501 6.212 -2.487
H: -0.495 -1.068 -3.379
H: -2.263 -5.084 5.352
H: 0.207 -4.602 3.482
O: 1.795 1.239 2.634
C: -1.111 -3.230 0.875
O: -1.400 4.146 3.195
H: -6.019 9.248 -1.160
O: -1.560 -2.424 -4.464
H: -2.582 -3.894 4.030
H: -5.747 0.535 0.108
H: 3.598 5.938 0.460
C: -6.457 4.442 1.141
C: -4.664 -6.032 0.554
H: 5.030 -6.393 3.389
H: -4.722 1.969 -5.396
O: 4.351 -4.257 -2.722
H: -3.137 3.158 3.801
H: -0.791 7.150 -1.775
C: 9.423 -2.370 -4.620
H: 4.422 -7.243 1.243
H: -7.232 4.289 1.907
C: -5.418 9.966 -1.778
H: -5.715 2.977 -3.080
H: -0.286 1.065 -2.864
H: 9.088 -1.438 0.509
H: 2.308 -5.498 0.234
C: 0.843 3.484 -5.349
H: -2.121 -2.850 -2.173
C: -0.843 -2.209 -5.643
H: 6.250 -2.507 0.507

Total energy = -4963.00164 Eh
Molar mass = 1458.0 g/mol
Relative energy (zero: lowest compared OMol25 entry of this formula, charge and spin) = 0.0 kJ/mol
LUMO = 0.0066 Eh

Mulliken population analysis, charges in e, atoms 1 to 4: atom 1 (H): -0.0259, atom 2 (O): -0.1711, atom 3 (H): -0.5092, atom 4 (C): 0.4788


(3)
Entry from OMol25: C5H19ClN3O4Zr as an isolated structure at a distorted geometry (the ωB97M-V functional and the def2-TZVPD basis).

Positions of all 33 atoms, in Å:
H: -2.530 -1.645 -0.029
H: 1.069 1.177 4.008
O: 0.178 3.352 1.049
H: -1.329 -0.018 -1.627
H: 0.728 -1.554 1.045
H: 0.915 0.333 -1.209
C: 0.868 -0.553 0.637
H: 1.847 -3.932 -1.550
N: -1.437 2.785 -0.341
H: -0.005 3.130 -2.035
O: 2.152 -1.907 -1.449
H: 0.148 0.084 3.510
C: 0.702 -1.838 -1.503
H: 2.754 -3.383 -2.846
H: -1.287 0.473 -0.172
N: 0.480 3.187 -1.151
O: 0.144 0.944 3.930
O: -3.421 -1.826 0.271
H: -1.563 2.414 -1.272
Zr: -1.800 1.831 4.630
H: -3.536 -1.262 1.036
H: 1.936 -0.336 0.621
Cl: -2.354 0.868 2.272
H: 1.394 3.616 -1.184
H: -2.152 2.748 0.372
H: 0.140 -2.686 -1.111
C: 2.641 -3.219 -1.774
N: -1.032 -0.338 -0.716
H: 0.417 0.287 1.167
C: 0.385 -0.491 -0.732
H: 0.232 -1.758 -2.483
H: 3.552 -3.619 -1.329
C: -0.238 3.135 -0.034

Total energy = -1172.96170 Eh
Molar mass = 311.9 g/mol
Relative energy (zero: lowest compared OMol25 entry of this formula, charge and spin) = 139.4 kJ/mol
LUMO = -0.5956 Eh
Charge = +3

natural (NBO) population analysis, charges in e, atoms 1 to 4: atom 1 (H): 0.4626, atom 2 (H): 0.5598, atom 3 (O): -0.6297, atom 4 (H): 0.3898


(4)
Entry from OMol25: a 10-piece molecular cluster, C20H33F6N3O20 overall at a distorted geometry (the ωB97M-V functional and the def2-TZVPD basis).

Positions of all 82 atoms, in Å:
H: -18.955 -5.890 8.359
C: -10.207 -1.441 20.159
H: -19.131 -7.283 14.776
C: -19.842 -8.243 6.477
C: -2.809 -2.167 16.333
F: -10.701 -9.329 20.261
H: -12.643 -2.279 10.003
O: -12.965 -16.759 10.031
H: -20.074 -8.322 15.679
F: -1.771 -0.950 14.609
C: -11.924 -15.825 9.768
O: -5.588 -3.322 14.539
C: -2.919 -1.232 15.125
H: -11.126 -16.147 10.437
O: -20.527 -8.868 5.686
F: -12.155 -13.726 9.242
O: -18.662 -8.713 6.882
O: -4.159 -2.694 16.184
H: -16.384 -5.112 20.601
H: -11.636 -0.611 21.537
C: -18.794 -6.586 7.536
O: -8.445 -9.724 20.227
O: -11.524 -1.919 7.070
H: -20.130 -8.155 13.922
O: -14.808 -6.218 12.932
H: -17.056 -7.947 7.991
H: -3.466 -0.329 15.398
F: -12.526 -4.013 7.568
O: -15.223 -16.515 10.710
C: -10.574 -0.512 21.315
H: -11.141 -3.312 8.741
C: -4.626 -2.626 14.967
C: -7.689 -10.814 20.202
C: -9.334 -2.197 22.085
C: -9.799 -11.456 19.482
H: -9.992 -11.917 18.513
H: -2.044 -2.940 16.249
H: -18.172 -5.987 6.871
C: -11.610 -0.724 7.511
H: -13.768 -1.860 8.784
N: -16.698 -0.879 14.994
H: -2.729 -1.561 17.236
C: -18.140 -7.868 7.903
H: -20.553 -6.904 14.943
O: -6.464 -10.867 20.465
O: -3.655 -2.031 14.210
H: -11.718 -15.797 8.698
H: -11.134 -1.743 19.671
H: -16.154 -1.700 15.219
C: -12.750 -7.035 13.489
O: -13.935 -14.745 10.207
H: -15.166 -6.032 19.778
O: -14.008 -5.629 14.944
H: -17.406 -1.140 14.323
O: -9.677 -0.954 22.269
H: -13.054 -7.771 12.744
H: -12.134 -14.110 11.073
F: -18.643 -8.223 9.047
H: -10.584 -11.844 20.131
C: -9.678 -9.924 19.523
F: -9.347 -0.757 19.425
H: -12.402 -7.585 14.363
H: -16.151 -0.208 14.472
C: -13.898 -6.197 13.847
O: -9.656 -2.570 20.846
N: -16.023 -6.010 20.313
C: -12.701 -2.012 8.948
H: -16.776 -6.574 19.946
O: -8.775 -2.964 22.808
N: -20.020 -7.756 14.844
O: -11.096 0.226 6.871
O: -19.925 -6.991 6.960
H: -9.502 -9.267 18.671
C: -11.869 -2.904 8.040
H: -17.133 -0.497 15.821
H: -11.888 -6.424 13.222
C: -14.143 -16.033 10.361
C: -12.485 -14.556 10.143
H: -10.427 0.549 21.113
H: -15.840 -6.563 21.137
O: -8.541 -11.849 19.899
O: -12.092 -0.776 8.750

Total energy = -3049.34863 Eh
Molar mass = 749.5 g/mol
Relative energy (zero: lowest compared OMol25 entry of this formula, charge and spin) = 1037.3 kJ/mol
LUMO = -0.2515 Eh
Charge = +2

Mulliken population analysis, charges in e, atoms 1 to 4: atom 1 (H): 0.2737, atom 2 (C): 0.2716, atom 3 (H): 0.3725, atom 4 (C): 0.6894